Entry 1:
C2H5N2O3PSZn | wB97M-V/def2-TZVPD

CARTESIAN COORDINATES (ANGSTROEM)
1 N -3.82 -2.07 0.68
2 C -2.84 -1.72 -0.14
3 O -1.86 -1.06 -1.06
4 P -0.90 -0.06 0.05
5 N -1.64 1.59 0.20
6 C 0.92 0.10 -0.62
7 S 2.01 -0.03 0.94
8 O 1.64 -1.42 1.58
9 O 3.52 0.13 0.64
10 H -1.63 1.77 1.25
11 H -0.97 2.29 -0.23
12 H 1.11 1.16 -1.11
13 H 1.13 -0.78 -1.37
14 H 1.52 0.99 1.82
15 Zn 1.82 -0.89 -2.63

- M: 233.50 g/mol
- Calculated total energy: -79788.388 eV
- Total charge: +2

natural (NBO) population analysis, charges in e, atoms 1 to 5: -0.1389 0.4181 -0.6943 1.5337 -1.0594



Entry 2:
C4H8N2OS | wB97M-V/def2-TZVPD

CARTESIAN COORDINATES (ANGSTROEM)
1 C 1.27 -0.39 1.21
2 O 1.77 -0.56 -0.18
3 C 0.57 -0.56 -1.04
4 C 0.17 0.94 -1.26
5 N -0.76 1.42 -0.41
6 C -1.45 0.71 0.44
7 N -1.41 -0.74 0.64
8 S -0.83 -1.65 -0.78
9 H 0.87 0.52 1.22
10 H 2.13 -0.29 1.78
11 H 0.44 -1.11 1.45
12 H 0.79 -1.07 -2.02
13 H 0.96 1.60 -1.26
14 H -0.26 1.28 -2.25
15 H -2.24 1.20 0.98
16 H -2.02 -1.30 1.48

- M: 132.19 g/mol
- Calculated total energy: -20136.668 eV
- Structure (SMILES): CO[C@@H]1CN=CNS1
- Energy above the lowest of the compared OMol25 structures with the same formula, charge and spin: 4.167 eV

natural (NBO) population analysis, charges in e, atoms 1 to 5: -0.2660 -0.5308 -0.1101 -0.2874 -0.4541



Entry 3:
C4H8ClFeI2O12S2 | wB97M-V/def2-TZVPD

CARTESIAN COORDINATES (ANGSTROEM)
1 Fe -4.32 10.19 19.22
2 I -2.66 8.13 19.56
3 I -6.81 10.33 18.40
4 Cl -2.69 12.15 17.24
5 O -1.28 11.93 17.02
6 O -3.36 10.94 17.13
7 O -2.93 12.56 18.55
8 O -3.14 13.13 16.30
9 C -6.28 13.66 21.94
10 C -5.05 14.32 21.20
11 O -3.99 13.86 21.97
12 S -4.25 12.30 22.52
13 O -3.53 11.95 23.71
14 O -3.91 11.41 21.41
15 O -5.87 12.56 22.70
16 H -6.99 13.30 21.19
17 H -6.87 14.29 22.60
18 H -5.16 15.41 21.20
19 H -5.01 13.90 20.20
20 C -6.03 9.72 24.73
21 C -7.06 8.59 24.66
22 O -6.73 7.89 23.49
23 S -5.29 8.32 22.73
24 O -5.72 9.14 21.54
25 O -4.37 7.18 22.57
26 O -4.94 9.26 24.05
27 H -5.84 10.01 25.76
28 H -6.51 10.53 24.18
29 H -8.13 8.77 24.68
30 H -6.98 7.82 25.43

- M: 657.34 g/mol
- Calculated total energy: -113622.794 eV
- Spin multiplicity: 5
- Total charge: -1
- Energy above the lowest of the compared OMol25 structures with the same formula, charge and spin: 2.083 eV

natural (NBO) population analysis, charges in e, atoms 1 to 5: 1.3238 -0.6929 -0.7004 2.6187 -0.8618



Entry 4:
C35H82BrN2O16 | wB97M-V/def2-TZVPD

CARTESIAN COORDINATES (ANGSTROEM)
1 C -3.65 -2.33 1.91
2 C -2.69 -2.98 3.01
3 C -1.38 -3.71 2.42
4 C -1.48 -4.17 0.90
5 O -1.28 -3.13 -0.08
6 N 0.02 -2.69 -0.12
7 C 0.86 -3.64 -0.88
8 C 1.82 -4.45 0.15
9 O 2.30 -5.58 -0.14
10 Br 2.30 -3.77 1.97
11 C 0.09 -1.28 -0.67
12 C 1.63 -0.77 -0.45
13 C 1.74 0.66 0.24
14 C 3.28 1.18 0.11
15 C 4.26 0.46 1.14
16 O 4.48 -0.79 1.14
17 O 4.95 1.25 2.09
18 C 5.13 0.56 3.35
19 C 3.74 0.27 4.14
20 C -0.37 -1.32 -2.19
21 C -0.72 0.09 -2.87
22 C 0.42 1.19 -2.82
23 N 0.02 2.52 -2.29
24 O 1.61 1.05 -3.21
25 C -0.80 -0.41 0.33
26 O -0.73 -0.72 1.58
27 O -1.60 0.66 0.01
28 H -4.46 -1.65 2.36
29 H -4.22 -3.18 1.35
30 H -3.13 -1.72 1.10
31 H -2.33 -2.18 3.74
32 H -3.33 -3.73 3.62
33 H -1.24 -4.68 3.05
34 H -0.47 -3.06 2.66
35 H -0.82 -5.10 0.77
36 H -2.56 -4.54 0.74
37 H 1.56 -3.20 -1.65
38 H 0.23 -4.46 -1.39
39 H 2.12 -0.76 -1.49
40 H 2.24 -1.53 0.17
41 H 1.52 0.63 1.36
42 H 1.09 1.48 -0.21
43 H 3.62 1.12 -0.98
44 H 3.26 2.30 0.39
45 H 5.72 1.28 4.03
46 H 5.79 -0.38 3.27
47 H 2.86 0.54 3.47
48 H 3.70 -0.79 4.58
49 H 3.70 0.99 5.04
50 H 0.47 -1.78 -2.84
51 H -1.28 -2.01 -2.38
52 H -1.75 0.45 -2.49
53 H -0.90 -0.14 -4.00
54 H 0.75 3.22 -2.50
55 H -0.86 2.73 -2.80
56 C -1.03 6.09 0.14
57 C 0.47 6.19 0.32
58 O 1.05 4.89 0.30
59 H -1.47 5.49 0.94
60 H -1.49 7.09 0.15
61 H -1.28 5.60 -0.81
62 H 0.72 6.66 1.27
63 H 0.92 6.78 -0.49
64 H 0.83 4.48 -0.55
65 C 2.00 -2.48 -7.17
66 C 1.46 -2.30 -5.76
67 O 0.20 -1.65 -5.80
68 H 2.10 -1.51 -7.67
69 H 2.97 -2.98 -7.16
70 H 1.31 -3.08 -7.77
71 H 2.15 -1.69 -5.17
72 H 1.35 -3.27 -5.26
73 H -0.40 -2.20 -6.32
74 C -6.93 -6.43 2.44
75 C -5.72 -5.53 2.29
76 O -5.71 -4.94 1.00
77 H -6.92 -7.22 1.68
78 H -6.95 -6.90 3.43
79 H -7.86 -5.87 2.30
80 H -4.80 -6.10 2.41
81 H -5.73 -4.74 3.04
82 H -6.52 -4.42 0.91
83 C -3.15 6.92 -3.99
84 C -1.64 7.01 -3.81
85 O -1.07 5.71 -3.82
86 H -3.59 6.32 -3.19
87 H -3.60 7.91 -3.97
88 H -3.40 6.43 -4.93
89 H -1.40 7.48 -2.85
90 H -1.19 7.61 -4.61
91 H -1.28 5.31 -4.67
92 C -1.57 11.20 1.61
93 C -0.67 10.00 1.84
94 O -0.24 9.48 0.59
95 H -2.44 10.92 1.01
96 H -1.92 11.62 2.56
97 H -1.04 11.99 1.06
98 H -1.21 9.22 2.36
99 H 0.20 10.28 2.43
100 H 0.25 10.17 0.13
101 C 5.22 -5.10 -4.94
102 C 3.79 -5.17 -4.43
103 O 2.91 -5.52 -5.48
104 H 5.30 -4.37 -5.75
105 H 5.90 -4.82 -4.14
106 H 5.52 -6.07 -5.35
107 H 3.48 -4.19 -4.04
108 H 3.70 -5.90 -3.62
109 H 3.19 -6.39 -5.81
110 C 5.75 -4.90 1.82
111 C 7.18 -4.43 1.98
112 O 7.45 -3.36 1.08
113 H 5.56 -5.23 0.79
114 H 5.53 -5.73 2.49
115 H 5.05 -4.09 2.02
116 H 7.88 -5.24 1.75
117 H 7.37 -4.09 3.00
118 H 6.83 -2.64 1.30
119 C -8.94 -10.19 0.85
120 C -8.68 -10.37 2.33
121 O -9.37 -9.38 3.07
122 H -8.62 -9.19 0.52
123 H -8.41 -10.94 0.26
124 H -10.01 -10.27 0.63
125 H -7.61 -10.27 2.54
126 H -9.01 -11.36 2.67
127 H -10.32 -9.48 2.89
128 C 2.80 12.19 5.50
129 C 2.04 11.18 4.66
130 O 2.11 11.53 3.29
131 H 2.39 13.19 5.36
132 H 2.74 11.93 6.57
133 H 3.85 12.22 5.21
134 H 0.98 11.16 4.95
135 H 2.45 10.17 4.80
136 H 3.05 11.53 3.04

- M: 866.94 g/mol
- Calculated total energy: -143401.560 eV
- Total charge: -1

Mulliken population analysis, charges in e, atoms 1 to 5: -0.5758 -0.4316 -0.1864 -0.4683 -0.5129



What did the second record say?
C4H8N2OS | wB97M-V/def2-TZVPD

CARTESIAN COORDINATES (ANGSTROEM)
1 C 1.27 -0.39 1.21
2 O 1.77 -0.56 -0.18
3 C 0.57 -0.56 -1.04
4 C 0.17 0.94 -1.26
5 N -0.76 1.42 -0.41
6 C -1.45 0.71 0.44
7 N -1.41 -0.74 0.64
8 S -0.83 -1.65 -0.78
9 H 0.87 0.52 1.22
10 H 2.13 -0.29 1.78
11 H 0.44 -1.11 1.45
12 H 0.79 -1.07 -2.02
13 H 0.96 1.60 -1.26
14 H -0.26 1.28 -2.25
15 H -2.24 1.20 0.98
16 H -2.02 -1.30 1.48

- M: 132.19 g/mol
- Calculated total energy: -20136.668 eV
- Structure (SMILES): CO[C@@H]1CN=CNS1
- Energy above the lowest of the compared OMol25 structures with the same formula, charge and spin: 4.167 eV

natural (NBO) population analysis, charges in e, atoms 1 to 5: -0.2660 -0.5308 -0.1101 -0.2874 -0.4541



calculated total energy of number 4 (C35H82BrN2O16)? -143401.560 eV



Which of these has the highest calculated total energy? C4H8N2OS



Which formula does entry 4 have? C35H82BrN2O16